Density functional theory data (ωB97M-V with the def2-TZVPD basis set) for a molecular structure, C44H60As2N5O7PtSi3.

```
122
C44H60As2N5O7PtSi3 (ωB97M-V with the def2-TZVPD basis set)
Pt 0.292 -0.341 0.882
O 0.354 0.743 3.155
H -0.452 1.273 2.982
H 0.272 0.388 4.048
C 5.661 0.033 0.285
N 4.706 0.247 1.379
C 5.224 0.427 2.739
C 3.443 0.325 1.145
N 2.300 0.399 0.940
H 6.362 0.866 0.261
H 5.137 -0.024 -0.667
H 6.203 -0.895 0.460
H 5.875 1.300 2.764
H 5.788 -0.460 3.026
H 4.394 0.571 3.425
O -1.858 1.827 1.915
C -2.462 0.817 1.501
O -1.889 -0.220 1.045
C -3.955 0.784 1.514
C -4.687 1.728 2.232
C -6.073 1.678 2.252
C -6.747 0.683 1.555
C -5.995 -0.246 0.858
C -4.619 -0.215 0.819
N -6.674 -1.341 0.141
O -5.968 -2.271 -0.226
O -7.861 -1.263 -0.018
H -4.160 2.492 2.787
H -6.634 2.408 2.816
H -7.826 0.619 1.552
H -4.076 -0.952 0.251
C -0.303 7.554 2.562
C -1.369 6.677 2.724
C -1.337 5.434 2.116
C -0.236 5.096 1.329
C 0.850 5.956 1.185
C 0.799 7.196 1.799
As -0.283 3.433 0.407
C -1.691 3.403 -0.885
C -3.060 3.407 -0.674
C -3.900 3.440 -1.778
C -3.367 3.473 -3.060
C -1.993 3.470 -3.263
C -1.136 3.426 -2.170
C 0.343 3.416 -2.238
C 1.101 3.463 -3.403
C 2.487 3.481 -3.322
C 3.137 3.427 -2.093
C 2.394 3.377 -0.920
C 1.013 3.395 -1.008
H -0.334 8.526 3.035
H -2.221 6.965 3.325
H -2.156 4.740 2.249
H 1.707 5.684 0.583
H 1.622 7.887 1.680
H -3.469 3.389 0.326
H -4.971 3.451 -1.639
H -4.029 3.515 -3.913
H -1.602 3.517 -4.270
H 0.622 3.516 -4.370
H 3.068 3.561 -4.232
H 4.217 3.450 -2.051
H 2.891 3.344 0.041
O 5.732 0.102 -3.121
C 5.002 -0.095 -4.323
N 3.628 0.199 -4.021
C 2.667 -0.749 -3.970
O 2.797 -1.911 -4.290
C 1.366 -0.303 -3.365
C 0.174 -0.224 -4.075
C -0.995 0.015 -3.372
C -0.949 0.089 -1.988
N 0.197 -0.021 -1.311
C 1.332 -0.160 -1.994
H 6.673 0.104 -3.333
H 5.050 -1.131 -4.666
H 5.365 0.573 -5.109
H 3.401 1.129 -3.698
H 0.163 -0.366 -5.148
H -1.945 0.105 -3.879
H -1.843 0.230 -1.394
H 2.241 -0.219 -1.413
C 1.415 -5.715 -0.546
Si 1.277 -3.909 -0.920
C 2.890 -3.014 -0.617
C 0.417 -3.471 -2.504
As 0.021 -2.768 0.960
Si 0.748 -3.354 3.202
C 2.349 -2.408 3.357
C -0.571 -2.708 4.348
C 1.004 -5.195 3.291
Si -2.411 -3.877 0.476
C -2.137 -5.688 0.266
C -2.922 -2.939 -1.027
C -3.128 -3.366 2.097
H 2.029 -6.146 -1.344
H 0.469 -6.246 -0.553
H 1.924 -5.909 0.396
H 3.438 -3.028 -1.563
H 3.484 -3.534 0.134
H 2.765 -1.977 -0.311
H 1.171 -3.265 -3.271
H -0.210 -2.586 -2.418
H -0.201 -4.299 -2.851
H 2.213 -1.338 3.192
H 3.104 -2.779 2.664
H 2.730 -2.551 4.371
H -1.008 -1.772 3.998
H -0.125 -2.525 5.328
H -1.374 -3.428 4.490
H 1.931 -5.493 2.803
H 0.185 -5.765 2.857
H 1.080 -5.491 4.339
H -1.791 -5.945 -0.732
H -3.110 -6.170 0.405
H -1.468 -6.111 1.014
H -2.635 -3.459 -1.938
H -2.516 -1.930 -1.039
H -4.014 -2.855 -0.996
H -2.906 -4.091 2.877
H -4.212 -3.343 1.932
H -2.827 -2.367 2.410
```

- Spin multiplicity: 5
- Net charge: +3
- Strongest force on any atom: 0.012 hartree/bohr
- M: 1200.172 g/mol
- Gap between HOMO and LUMO (alpha / beta): 8.32 / 4.85 eV
- <S²>: 6.02
- LUMO energy (alpha / beta): -6.72 / -10.58 eV

Here are the Mulliken charges for atoms 1 to 8, given in e:
1 Pt 4.708
2 O -0.464
3 H 0.134
4 H 0.259
5 C -0.737
6 N 0.196
7 C -0.954
8 C 0.152